Record 1
The following is a quantum chemistry calculation of a cluster of 2 separate species, C5H9NO2 in total, from OMol25.

## Properties
* ΔE to the lowest compared entry with this formula, charge and spin: 570.25 kJ/mol
* molecular weight: 115.1 g/mol
* orbital gap: 4.8 eV

```
! RIJCOSX wB97M-V def2-TZVPD def2/J DEFGRID3
* xyz 0 1
O -2.43154 0.62564 0.77626
C -1.51008 1.06324 0.09418
O -1.49647 1.55747 -1.04772
C -0.10020 0.98362 0.80722
C 0.91838 0.84808 -0.33501
C 1.42063 -0.42888 -0.63105
C 1.70909 -1.42241 0.37513
N 1.93180 -2.65806 0.17113
H -0.87899 -1.83184 -0.20678
H 0.05890 1.91082 1.34584
H -0.11489 0.15001 1.50677
H 1.79503 1.49040 -0.12467
H 0.42475 1.28409 -1.23109
H 1.64412 -0.66631 -1.66821
H 1.75831 -1.08005 1.40580
H 1.85937 -2.88586 -0.82428
H -1.60480 -1.99075 -0.25680
*
```

Löwdin atomic charge list, values in e, 2 entries: 0.025, -0.736



Record 2
The following is a quantum chemistry calculation of the molecule C19H25N3O3S2 in a non-equilibrium geometry, from OMol25.

## Properties
* ΔE to the lowest compared entry with this formula, charge and spin: 14.83 kJ/mol
* molecular weight: 407.6 g/mol
* orbital gap: 8.9 eV

```
! RIJCOSX wB97M-V def2-TZVPD def2/J DEFGRID3
* xyz 0 1
C -1.58742 -3.17144 0.68280
H -0.98249 -2.63252 -0.05254
O -2.78650 -2.47492 0.97642
C -2.67627 -1.44883 1.92439
O -2.25137 -1.91343 3.17434
C -3.19324 -2.74304 3.82471
H -4.10586 -2.18273 4.05508
H -2.72049 -3.07464 4.74638
H -3.45191 -3.60704 3.20614
C -1.69780 -0.33275 1.51564
N -1.98691 0.16266 0.19719
C -2.40380 1.41740 -0.04383
O -2.55581 2.26718 0.80902
C -2.55062 1.71258 -1.54494
N -1.23050 1.93209 -2.09707
C -0.40061 0.91596 -2.42908
N 0.92080 1.18497 -2.52312
C 1.85927 0.18491 -3.00953
C 2.63021 -0.44201 -1.87711
C 3.94037 -0.07177 -1.60545
C 4.61426 -0.61643 -0.52537
C 3.98340 -1.53480 0.29553
C 2.67891 -1.91670 0.02669
C 2.00730 -1.37381 -1.05353
H 0.99265 -1.67143 -1.27135
H 2.18453 -2.63984 0.65903
H 4.50823 -1.95620 1.13990
H 5.63362 -0.32152 -0.32457
H 4.44465 0.63773 -2.24748
H 2.53760 0.66791 -3.71965
H 1.27864 -0.57725 -3.53441
C 1.49497 2.41012 -1.98561
C 1.13044 2.63280 -0.54712
C 1.21571 1.75620 0.48969
C 0.74548 2.29676 1.70807
C 0.30507 3.57153 1.58276
S 0.45581 4.14912 -0.02509
H -0.10987 4.21628 2.33028
H 0.73593 1.75314 2.63501
H 1.60048 0.75718 0.38914
H 1.18993 3.27617 -2.58762
H 2.58037 2.31308 -2.07134
S -1.01863 -0.59327 -2.77614
H -0.81472 2.80325 -1.80090
H -3.02184 0.87822 -2.06748
H -3.13717 2.62176 -1.68101
H -1.91976 -0.48839 -0.57800
H -0.67640 -0.72219 1.56159
H -1.79690 0.49690 2.21751
H -3.69972 -1.04188 1.98295
H -1.89011 -4.12721 0.25884
H -1.00188 -3.33988 1.59021
*
```

Löwdin atomic charge list, values in e, 2 entries: -0.074, 0.065



Record 3
The following is a quantum chemistry calculation of a structure of composition C42H55As3F3N5S2Sc, from OMol25.

## Properties
* ΔE to the lowest compared entry with this formula, charge and spin: 207.55 kJ/mol
* molecular weight: 1020.8 g/mol
* orbital gap: 7.6 eV

```
! RIJCOSX wB97M-V def2-TZVPD def2/J DEFGRID3
* xyz 1 1
Sc 0.75744 -0.84648 0.37655
C 4.54197 -1.66304 1.24898
As 3.59508 -0.82331 -0.23078
C 4.17438 -2.07077 -1.62321
C 4.86922 0.64342 -0.59181
C 4.29043 1.87479 -1.30713
C 3.61124 1.44532 -2.61216
C 3.30919 2.60894 -0.37785
As 1.41548 2.04289 -0.17725
C 1.10927 3.32752 1.26141
C 0.62982 3.09541 -1.63465
C 5.48339 2.81087 -1.57825
As 5.48592 4.42025 -2.75968
C 5.37683 3.54590 -4.52100
C 3.63819 5.11060 -2.74799
H 5.61030 -1.71088 1.04683
H 4.14001 -2.66841 1.36711
H 4.36574 -1.10391 2.16467
H 5.25883 -2.15081 -1.61589
H 3.84272 -1.75019 -2.60964
H 3.73897 -3.04414 -1.40254
H 5.68088 0.22119 -1.18626
H 5.29374 0.94553 0.36822
H 2.80055 0.73898 -2.40405
H 4.32638 0.95902 -3.27945
H 3.18416 2.30162 -3.13193
H 3.24319 3.65484 -0.67371
H 3.70526 2.59793 0.64162
H 1.48682 4.30277 0.95536
H 1.64357 2.99690 2.14924
H 0.04819 3.39705 1.48556
H 1.07918 4.08623 -1.66078
H -0.43346 3.18582 -1.43441
H 0.76336 2.59987 -2.59539
H 6.31107 2.22658 -1.99474
H 5.84802 3.18283 -0.61619
H 6.10048 2.73284 -4.58374
H 5.64233 4.28450 -5.27711
H 4.38400 3.16023 -4.75073
H 3.40201 5.58791 -1.79675
H 2.88660 4.35636 -2.97541
H 3.60163 5.87926 -3.52070
N 1.49350 -2.71594 0.26667
C 1.26006 -3.59254 -0.61463
C 0.44925 -3.25016 -1.82727
C 0.58917 -1.98744 -2.40242
C -0.21827 -1.59041 -3.45729
C -1.18332 -2.45644 -3.94967
C -1.32387 -3.72074 -3.38991
C -0.51335 -4.11706 -2.33678
C 1.75079 -5.00053 -0.47751
C 1.80161 -5.57328 0.79174
C 2.24186 -6.87605 0.95705
C 2.65446 -7.61229 -0.14644
C 2.63888 -7.03739 -1.40929
C 2.18134 -5.73886 -1.57812
H 1.39250 -1.32914 -2.06245
H -0.08801 -0.61089 -3.90246
H -1.82018 -2.14894 -4.76880
H -2.06751 -4.40532 -3.77804
H -0.63585 -5.09721 -1.89410
H 1.46892 -4.97995 1.63440
H 2.26926 -7.32363 1.94310
H 2.98022 -8.63771 -0.02417
H 2.98654 -7.60724 -2.26193
H 2.15983 -5.29582 -2.56697
F -8.63182 -0.91629 2.59293
C -8.01551 -0.23041 1.61485
F -8.76945 -0.33173 0.50597
F -8.04128 1.07711 1.98830
C -6.61019 -0.69889 1.39698
C -5.80139 -0.94944 2.49837
C -4.47623 -1.29509 2.31205
C -3.93737 -1.38436 1.02398
C -4.77794 -1.18353 -0.07419
C -6.10563 -0.83570 0.11113
C -2.53002 -1.53426 0.84092
C -1.32569 -1.41157 0.70613
H -6.20769 -0.86533 3.49835
H -3.83835 -1.48440 3.16479
H -4.38026 -1.28962 -1.07542
H -6.75227 -0.66972 -0.74052
S 1.71531 0.10491 2.75878
C 1.03497 -0.28679 4.24880
N 1.06374 -1.48447 4.82917
C 0.46920 -1.48751 6.16600
C -0.05123 -0.04002 6.29637
N 0.42623 0.57607 5.05834
H 1.52722 -2.27448 4.41763
H 1.21768 -1.72176 6.92135
H -0.33228 -2.22000 6.23273
H 0.36090 0.46802 7.16571
H -1.13781 -0.00008 6.35411
H 0.20584 1.51519 4.77839
C -6.07166 3.10529 -2.02349
C -5.41158 3.03930 -0.68793
C -5.95646 3.48364 0.47624
C -5.20123 3.33379 1.66401
N -3.99206 2.81107 1.67554
C -3.42805 2.38957 0.52508
S -1.91530 1.69722 0.43372
N -4.17456 2.49346 -0.63603
C -5.76810 3.76025 2.97825
H -7.03480 3.60261 -1.95779
H -6.22283 2.09843 -2.41959
H -5.44174 3.64770 -2.73120
H -6.94159 3.92494 0.49292
H -3.73927 2.13919 -1.47378
H -6.64703 4.38911 2.85484
H -5.00822 4.28234 3.55684
H -6.05447 2.86897 3.54126
*
```

Löwdin atomic charge list, values in e, 2 entries: 0.474, -0.294



Record 4
The following is a quantum chemistry calculation of a cluster of 2 separate species, CH2N3O4 in total in a non-equilibrium geometry, from OMol25.

## Properties
* ΔE to the lowest compared entry with this formula, charge and spin: 141.87 kJ/mol
* molecular weight: 120.0 g/mol
* orbital gap: 7.4 eV

```
! RIJCOSX wB97M-V def2-TZVPD def2/J DEFGRID3
* xyz -1 1
C -0.58629 0.40243 -0.00827
N 1.95897 0.24759 -0.56854
N -0.64462 -0.86391 -0.17947
N 1.45824 -0.21286 -1.42814
O -0.90411 0.95817 1.40207
O -0.33570 1.25621 -0.83099
O 1.13464 -0.61846 -2.44573
O -0.89531 -1.69971 0.87831
H -0.61913 1.95566 1.37541
H -0.56671 -1.42513 1.80533
*
```

Löwdin atomic charge list, values in e, 2 entries: -0.708, 0.225



Record 5
The following is a quantum chemistry calculation of a structure of composition C3H5O4Sc in a non-equilibrium geometry, from OMol25.

## Properties
* ΔE to the lowest compared entry with this formula, charge and spin: 46.41 kJ/mol
* molecular weight: 150.0 g/mol
* orbital gap (spin up / spin down): 6.9 / 4.0 eV
* expectation value of S²: 0.76

```
! RIJCOSX wB97M-V def2-TZVPD def2/J DEFGRID3
* xyz 1 2
C 5.12837 1.70576 5.14954
C 4.94197 3.18770 5.34642
O 4.21299 3.83458 4.42168
Sc 2.39278 3.78173 3.37795
H 5.88133 1.33341 5.85540
H 4.17775 1.18016 5.31572
H 5.43860 1.48747 4.11782
H 5.88930 3.76644 5.47560
H 4.39296 3.44167 6.37847
O 0.90563 3.58091 4.76885
C 0.01019 3.98773 3.87973
O 0.57262 4.45355 2.78665
O -1.20799 3.96797 4.08420
*
```

Löwdin atomic charge list, values in e, 2 entries: -0.038, -0.298



Record 6
The following is a quantum chemistry calculation of the molecule C3H6N2S in a non-equilibrium geometry, from OMol25.

## Properties
* ΔE to the lowest compared entry with this formula, charge and spin: 241.45 kJ/mol
* molecular weight: 102.2 g/mol
* orbital gap: 9.3 eV

```
! RIJCOSX wB97M-V def2-TZVPD def2/J DEFGRID3
* xyz 0 1
C -0.87401 -0.19809 0.12119
C 1.81663 0.07312 -0.48556
C 3.00299 0.06783 0.14114
H -3.92212 -0.49840 -0.22963
H -3.19947 0.52257 0.85185
H -0.73543 0.81399 0.58042
H 1.48904 0.77436 -1.30017
H 3.77248 0.78103 -0.16306
H 3.19086 -0.60479 0.94848
N -3.12491 0.12471 -0.10335
N -1.99056 -0.68332 -0.27779
S 0.57451 -1.17299 -0.08352
*
```

Löwdin atomic charge list, values in e, 2 entries: -0.553, -0.502



Question: What is the ΔE to the lowest compared entry with this formula, charge and spin in the sixth record?
Answer: 241.45 kJ/mol